Version a
The following is a quantum chemistry calculation of 11 unconnected molecules or ions with the total composition C33H77N11O11, from the Open Molecules 2025 dataset.

XYZ file:
```
132
C33H77N11O11, DFT ωB97M-V/def2-TZVPD
H 2.51673 -0.50084 -6.08810
H 1.98814 -4.74577 4.94226
H -2.77793 -3.01569 -0.32406
C 0.34142 -3.04161 3.45062
O -5.57808 2.41027 -2.61371
C 1.87111 4.31428 -2.43460
H 6.78695 -1.46774 -0.00016
N 5.64377 -2.01920 -1.73225
H 0.71989 8.03879 0.02723
C -2.00268 5.27750 1.22383
H -4.66637 -1.00777 -3.39913
H -0.71710 3.59574 4.09436
O 0.22670 6.70214 -2.01402
H 2.87872 5.45378 -0.92482
H -0.42047 -2.22550 -2.61474
H -0.12798 4.14481 1.14554
C -1.20854 -0.05944 1.33210
H 1.11906 -5.81769 2.18693
H 1.40971 -3.99097 6.34709
H 5.58116 -2.57678 0.27066
C 1.60167 7.46314 -0.25422
N 2.05347 5.43268 -1.50674
C 1.45924 -2.18364 4.06447
H -2.63745 5.94119 4.00893
H -3.93566 2.68810 0.87523
H -1.28638 3.69396 -0.04784
C 6.06490 -3.10747 -3.83218
H -1.54991 -6.29231 3.17936
H -0.59969 -2.55952 3.71519
H -0.36846 -2.57309 -4.33210
H 1.96443 6.83178 0.55689
O 7.19751 -3.58638 -1.73806
C -2.22454 5.55254 4.93982
H 1.38999 0.25414 1.08350
H -1.95138 0.72608 1.47081
C 2.24245 -3.95216 5.64484
H -0.49705 -0.12091 2.15558
H -4.44371 4.44109 -0.47995
C -4.35175 2.39633 -0.08904
C -2.43551 -6.53878 2.59364
H -0.56164 6.24779 2.21470
H -0.84378 1.14662 4.12074
C -2.32453 -1.96874 -3.62413
C 1.54596 -5.20839 0.21363
H 2.13900 1.52948 -1.19579
C 2.69899 -1.54450 -4.25304
N -4.68446 3.56471 -0.92052
C -3.98594 -0.30976 -2.91137
H -1.67933 3.25243 1.62729
O -0.93107 0.21507 -0.98012
H -2.84618 7.69263 2.52091
O 3.38753 -1.50094 -3.22688
C 1.92895 0.49675 -0.91752
H 1.63861 -2.57085 -5.58757
N 2.18039 -2.69719 -4.74460
H -1.18857 -3.70585 -3.15580
O -3.03835 -2.47343 -4.38544
H 3.28725 -4.57564 -4.32387
C 1.25409 6.47113 -1.33232
H 1.45531 -4.54658 -4.16381
C -1.19755 3.99826 0.99505
H 2.36060 -6.76769 1.47624
H 4.89816 -1.59010 -2.26145
N -2.32793 -5.96387 1.26985
N 0.94730 0.25784 0.17570
C 2.39860 -4.01708 -4.02991
H 0.71943 -7.07882 0.95106
H 5.11210 -0.85682 -0.13313
H 0.16486 -3.99367 3.95113
H 3.29396 -2.34606 0.48386
N -1.58014 3.21490 4.45521
H -1.38973 8.47644 2.00721
N -2.64371 -0.93863 -2.85866
C 6.34493 -2.93483 -2.30966
O 1.06217 -5.30948 -0.92883
H 1.69120 -2.40357 -0.25311
O -3.57078 3.67908 5.49421
C -2.06718 7.65932 1.75924
H 2.78974 -0.07262 -0.56687
H -2.62485 -7.60952 2.51764
H 2.62752 3.53344 -2.51362
O -3.21595 5.22200 1.09601
H 2.60887 -3.82329 -2.97808
O 1.63587 -1.07187 3.61287
H 3.20471 -4.01613 6.15284
H -5.16202 5.53083 -2.28577
H 2.53518 -4.25417 1.63333
H -2.55177 8.05998 0.86887
C -5.86233 4.75737 -2.60109
H 1.86549 4.73109 -3.44175
H -2.65405 -6.44823 0.44575
N -1.38124 6.40109 1.64474
H -2.45034 1.44164 3.58666
H -1.75445 -4.32161 -0.96418
N 2.24008 -4.16586 0.67144
H 3.14393 0.46876 -4.84891
C -0.36678 0.15083 0.10881
H -5.94235 4.67425 -3.68497
H 6.37481 -4.11677 -4.10303
H 6.60258 -2.31620 -4.35457
H -6.89639 4.97545 -2.33416
H 0.39910 -3.18126 2.37113
H 4.99263 -3.03044 -4.01220
O -2.53286 -3.88173 2.01596
H -1.15284 5.69480 5.07872
H -5.22257 1.74588 -0.00725
C -1.73174 1.73500 4.35192
H -4.34055 -0.07296 -1.90824
H -3.54434 1.83275 -0.55655
H 1.41872 0.14426 -4.73924
C -2.64384 -4.09617 -0.37572
H 3.11305 -3.11396 -1.04463
N 2.18171 -2.61651 5.04513
H -2.04133 -0.57756 -2.13280
C 2.60811 -2.96978 -0.08946
H -3.89682 0.59470 -3.51313
H -2.68156 5.89377 5.86869
H -1.71849 -1.01263 1.19260
H -3.52207 -4.49740 -0.88149
H 0.87693 3.86863 -2.40131
H -3.24473 -6.08609 3.16664
H 2.89195 -2.02156 5.44725
C 5.77674 -1.69553 -0.34029
C -5.35474 3.48183 -2.07228
C 1.40884 -6.28825 1.24740
H 1.51589 0.00534 -1.79844
C 2.37774 -0.28538 -5.02868
H 2.41186 8.13301 -0.54224
H -2.05053 1.26796 5.28378
C -0.98052 -2.67316 -3.43574
C -2.51070 4.04465 4.96658
C -2.49419 -4.64766 1.08024
```

Computed properties:
E_LUMO (eV): 0.0
Kohn-Sham gap (hartree): 0.31284
Charge: 0

Version b
The following is a quantum chemistry calculation of a molecular structure, C33H77N11O11, from the Open Molecules 2025 dataset.

XYZ file:
```
132
C33H77N11O11, DFT ωB97M-V/def2-TZVPD
H -8.39208 8.39613 -2.97620
N -4.52606 8.54604 0.40231
H -6.83983 7.28006 -2.08888
O -6.14222 14.22068 -3.56846
H -6.67014 8.17001 -3.61237
H -5.28709 7.74743 -2.56404
C -5.87727 12.69671 -1.44888
H -4.07911 6.09226 -3.66311
C -7.66461 10.23533 0.18201
N -8.80118 6.47693 -3.73096
H -11.59185 6.41162 -0.46082
C -9.61205 5.44354 -4.02935
H -5.96225 15.59062 0.97333
O -6.35374 12.77168 1.55520
H -4.73115 11.63726 -2.89365
O -11.32074 12.07236 0.53090
H -6.64537 7.04168 1.19889
H -8.98415 11.80456 1.31940
O -4.69743 14.58265 -0.86332
H -9.66457 5.18552 0.49194
O -6.26427 10.36580 -2.34015
H -8.32039 12.04156 -0.32921
H -7.51348 15.69792 1.51813
C -4.38409 11.47985 0.87833
C -8.81436 10.38485 2.75023
N -1.95839 8.33479 -3.38049
H -6.92163 5.29274 0.76248
H -2.93287 8.04328 -1.52604
O -10.62508 5.10872 -3.27807
H -4.27511 11.69551 1.94122
H -7.50071 11.24558 -0.19301
H -3.65706 13.48039 0.87843
H -7.10175 10.16442 1.11274
H -12.16782 9.68874 -1.08376
N -5.92400 12.20592 -4.50008
H -1.44987 8.44276 -0.74698
H -9.84405 7.64498 -2.29956
O -8.38434 10.93186 1.74366
H -5.89186 3.49783 0.57210
H -6.36084 11.99571 -2.36573
C -10.60940 6.49867 -0.92485
H -3.87835 6.77246 -3.64320
H -6.52122 15.13557 -6.01636
N -4.58586 5.17616 -1.93371
H -0.77796 10.20291 -3.21836
H -1.70550 7.39158 -3.12258
H -9.77480 12.03586 3.75438
H -2.23168 6.84267 -0.49306
H -4.30785 7.61165 -5.11168
H -5.31171 10.94103 0.68525
H -13.48832 12.87234 -0.45657
C -13.34794 11.81906 -0.69949
C -4.18939 7.74055 -4.03583
H -9.82207 10.49229 4.67216
H -14.14584 11.24939 -0.22312
C -4.38127 6.33977 -2.64548
H -8.27643 11.42518 4.46669
H -3.58138 6.92150 -2.18738
C -10.22725 9.62939 -0.24009
H -9.46078 8.92581 0.73836
C -9.33436 4.56632 -5.22887
H -6.41618 12.05227 -0.75435
H -8.25144 4.52810 -5.34690
H -6.22848 11.62595 -5.26885
C -0.72125 9.12316 -3.08044
C -3.19302 8.55363 0.58625
H -5.95149 9.98542 0.95235
H -8.72275 10.04811 0.36477
C -7.03705 13.77876 1.34492
C -3.11631 8.78424 -3.85586
H -9.85211 8.90280 -0.96079
H -10.51789 9.16988 0.70462
H -8.52627 6.96167 -1.71038
N -7.15060 9.16367 -0.64687
N -9.51201 6.05010 -0.00739
H -9.48742 10.40254 -0.03273
C -6.11484 13.47179 -4.52222
H -5.09637 9.21402 2.27980
C -6.14812 14.12049 -5.88034
H -8.05603 7.97724 1.29220
C -4.82803 5.04851 -0.63311
C -8.82448 7.45546 -2.63523
H -9.77190 4.97595 -6.13928
H -9.80946 7.45827 1.61347
H -9.40080 8.80454 3.67460
H -6.00365 10.55638 -3.42122
C -6.31838 8.09979 -2.58308
O -4.86164 6.09939 0.11486
C -7.36068 6.22264 1.12393
H -4.88632 2.74424 -0.69833
H -0.39818 8.98306 -2.04889
O -2.65436 9.16855 1.43530
H -5.04401 8.08196 -3.45174
H -5.14471 14.11430 -6.30606
N -8.26273 13.66881 0.78350
C -6.59017 15.17123 1.75942
C -8.35805 6.82200 0.13032
C -5.51746 9.04391 1.28891
C -2.39128 7.91668 -0.58861
H -4.25705 4.34265 -2.39981
N -11.44053 10.23462 -0.64425
O -8.07663 7.80359 -0.47199
C -5.77752 11.59873 -3.19653
H -6.68237 13.46685 -6.56988
N -4.29340 12.86706 0.38955
H -8.82594 14.50322 0.70184
C -4.97874 3.58929 -0.01608
H -3.42822 11.01526 0.63631
H -5.44434 12.05247 -2.21415
H -7.12859 8.23410 -0.25252
C -4.86523 13.41710 -0.64676
H -4.85124 7.92136 -0.32167
H -10.62917 7.54475 -1.23052
H -13.62109 11.90957 -1.75082
H -9.57555 3.52802 -5.00116
N -9.18542 9.13959 2.74645
H -5.29847 6.91299 -2.78069
H -8.13190 6.87915 -4.37156
H -4.20883 3.52181 0.75256
H -6.22614 8.22176 1.18927
C -9.08272 8.26505 1.51847
H 0.09946 8.71244 -3.66852
H -10.01051 12.60339 0.15998
C -6.48720 9.27472 -1.76562
H -10.56691 5.85810 -1.80573
C -9.22680 11.13203 4.02063
H -6.21748 15.27634 2.77832
O -3.34940 9.95890 -4.20735
H -6.60840 13.43580 -1.77643
C -8.96884 12.45371 0.44392
H -7.67895 6.08811 2.15771
C -11.91704 11.41899 -0.30543
```

Computed properties:
E_LUMO (eV): -0.5
Kohn-Sham gap (hartree): 0.15095
Charge: 0

Order from most stable to least stable according to the calculation: version a, version b

Version a
The following is a quantum chemistry calculation of C20H20N2O5 in the gas phase, from the Open Molecules 2025 dataset.

XYZ file:
```
47
C20H20N2O5, DFT ωB97M-V/def2-TZVPD
C 5.44440 2.74408 -2.28403
H 6.25639 3.09827 -2.92154
N -3.58590 -1.96785 1.27714
H -3.92311 -3.89211 1.84005
H -1.36407 -5.24606 2.04681
C 3.33479 0.16211 -1.92305
O -0.13660 -1.56471 2.14418
C 2.77304 -0.19093 0.50461
C 1.20284 -0.84535 -1.19554
C 4.12708 3.37517 -2.71794
H -4.48060 -1.00454 0.05216
C -3.44118 1.90937 -0.56210
C -2.51354 0.18301 0.85311
H -4.20470 2.21447 -1.26349
C -3.50433 0.62021 -0.04561
C -1.94015 -3.19990 2.14733
O -2.35768 4.04482 -0.66864
C 2.43278 -0.29541 -0.84362
H 4.19244 4.45947 -2.67115
H -0.24336 -4.18275 2.91517
C -1.29159 -4.39957 2.72908
H 5.66843 3.02827 -1.25395
H 3.31646 3.05262 -2.06789
C -2.50658 -1.18972 1.33442
H -0.79889 0.79048 1.98441
C 1.89692 -0.62206 1.47437
O 3.07982 0.07084 -3.10067
C -2.43560 2.78175 -0.17806
C -1.52921 1.08894 1.25005
C 5.40556 1.21979 -2.37694
C -1.48182 2.37005 0.75046
H 6.38061 0.79453 -2.12119
H 3.72524 0.23228 0.78195
H 3.88266 3.08359 -3.73684
H -0.62860 -1.70646 -0.51508
H -0.71934 3.06438 1.06187
H -3.07443 4.19423 -1.29742
O -4.52288 -0.16327 -0.44583
C 0.66163 -1.16434 1.11532
O 4.47488 0.68127 -1.44242
H 0.95291 -0.92457 -2.24240
H 2.14173 -0.54691 2.52262
C -1.42971 -1.94307 1.87715
H -1.76557 -4.67612 3.67044
N -3.23703 -3.15807 1.77070
C 0.32075 -1.27982 -0.22937
H 5.11686 0.90304 -3.38468
```

Computed properties:
E_LUMO (eV): 0.6
Kohn-Sham gap (hartree): 0.31467
Charge: 0

Version b
The following is a quantum chemistry calculation of C20H20N2O5 in the gas phase, from the Open Molecules 2025 dataset.

XYZ file:
```
47
C20H20N2O5, DFT ωB97M-V/def2-TZVPD
C -4.85396 2.44054 -0.92726
O 2.68127 2.80048 -0.27358
H -6.42639 -1.43459 1.17560
H 2.22202 -3.21267 -1.63798
H -3.88200 2.81866 -1.23466
N 0.55239 -2.74243 -0.47119
H 4.53970 3.47125 -0.92128
H 0.80195 1.27345 -0.51341
C 0.41753 -1.43628 -0.22484
H 4.19224 3.73640 0.80620
C -4.72664 1.04822 -0.40521
C 2.84889 1.46537 -0.06635
O 5.17762 1.52572 0.46424
H -2.70137 0.88888 -1.03665
C -5.76883 0.36165 0.23399
C 1.82922 -3.38490 -0.62496
O -7.37988 1.92504 -0.20479
H 6.26972 0.34218 1.77517
H 2.46528 -3.07166 1.40763
H 7.11618 1.64839 0.91107
H 3.32568 4.67850 -0.43183
C 1.64775 -0.65426 -0.06863
C -3.32472 -0.91343 -0.07357
H 3.80034 -3.23842 0.25822
O -2.05891 -2.86213 -0.47123
H -0.92744 0.16083 0.16541
C 6.36669 0.86375 0.81776
C 4.03627 0.79188 0.28534
C 3.75885 3.70669 -0.19535
H -0.33304 -3.24657 -0.57833
H -5.52954 2.46362 -1.78109
C -2.03013 -1.64221 -0.24225
C 1.68511 0.72492 -0.23105
O -7.78864 0.41932 1.26424
H 1.69842 -4.45943 -0.48560
C -3.51300 0.38241 -0.53572
C -4.38663 -1.58142 0.53514
C 3.99674 -0.59114 0.42732
H 6.68109 0.15591 0.04422
C -0.84116 -0.87681 -0.10075
C -5.59261 -0.94213 0.69843
H -4.24360 -2.59709 0.86927
C 2.83433 -1.31923 0.24874
H -5.27615 3.10632 -0.17679
N -7.06426 0.94664 0.44214
C 2.80674 -2.81320 0.40020
H 4.89684 -1.12704 0.68402
```

Computed properties:
E_LUMO (eV): -0.4
Kohn-Sham gap (hartree): 0.28407
Charge: 0

Order from most stable to least stable according to the calculation: version a, version b

Version a
The following is a quantum chemistry calculation of 2 unconnected molecules or ions with the total composition CH5NO3, from the Open Molecules 2025 dataset.

XYZ file:
```
10
CH5NO3, DFT ωB97M-V/def2-TZVPD
H 1.88045 1.82328 0.71275
H -1.35449 -2.43395 0.42330
H 0.29853 1.89895 1.52080
H -1.11912 0.00406 -0.43938
O 1.13771 -0.05851 -0.80727
H -1.39613 -2.64278 -1.15503
N 1.03184 1.40189 1.00582
O -0.81827 0.64714 0.11781
C 0.57592 0.53089 0.12675
O -1.44290 -2.04464 -0.41850
```

Computed properties:
E_LUMO (eV): 0.7
Kohn-Sham gap (hartree): 0.40082
Charge: 0

Version b
The following is a quantum chemistry calculation of 2 unconnected molecules or ions with the total composition CH5NO3, from the Open Molecules 2025 dataset.

XYZ file:
```
10
CH5NO3, DFT ωB97M-V/def2-TZVPD
H -0.36978 -0.76623 2.70917
O 0.61560 0.43885 0.52215
H -0.69527 -0.97510 -2.00423
O 1.16642 0.79927 -1.60880
H -0.94365 -0.04167 1.65427
C 0.38446 0.18671 -0.66174
H -1.26602 -1.02530 -0.40289
H 1.09109 0.48421 -2.55987
O -1.32095 -0.41883 2.54086
N -0.54453 -0.76435 -1.00853
```

Computed properties:
E_LUMO (eV): 0.1
Kohn-Sham gap (hartree): 0.39848
Charge: 0

Version c
The following is a quantum chemistry calculation of a molecular structure, CH5NO3, from the Open Molecules 2025 dataset.

XYZ file:
```
10
CH5NO3, DFT ωB97M-V/def2-TZVPD
O 1.56260 0.82385 -0.15190
H 1.69051 1.22169 -1.03042
N 1.09289 -0.47105 -0.44961
H -0.89114 -1.50102 -0.72021
O -0.52306 -0.60491 1.06825
H 1.53118 -1.06224 0.25966
O -1.77897 0.56782 1.09378
H -0.90761 0.23756 -0.95247
H -1.19340 1.34358 1.15486
C -0.58301 -0.55528 -0.27195
```

Computed properties:
E_LUMO (alpha / beta) (eV): -0.8 / -0.8
Kohn-Sham gap (alpha / beta) (hartree): 0.30065 / 0.30104
Charge: 0

Version d
The following is a quantum chemistry calculation of 2 unconnected molecules or ions with the total composition CH5NO3, from the Open Molecules 2025 dataset.

XYZ file:
```
10
CH5NO3, DFT ωB97M-V/def2-TZVPD
H -0.79928 -0.15059 1.50090
H 0.13272 0.96147 -0.50294
O -1.94981 -0.82870 0.00106
H 2.23910 0.51169 0.38760
C -1.17701 0.11520 0.50697
H 2.42718 -0.83691 -0.51484
N 1.79521 -0.36834 0.13058
O -1.12382 1.28158 0.01784
H -2.15439 -0.59539 -0.91884
O 0.61010 -0.08999 -0.60832
```

Computed properties:
E_LUMO (eV): 0.8
Kohn-Sham gap (hartree): 0.36092
Charge: 0

Order from most stable to least stable according to the calculation: version a, version b, version d, version c